Density functional theory data (wB97M-V/def2-TZVPD) for ClH7N2Si2 in the gas phase.

The geometry in XYZ format:
```
12
Properties=species:S:1:pos:R:3:forces:R:3
N 0.33038 1.44298 1.12122 -2.363 1.055 -3.532
N 0.50747 0.59050 -1.47938 0.324 -0.027 -0.447
Si -1.10048 -1.49462 0.32792 0.280 -1.355 -0.676
Si 0.55332 0.01510 0.14382 -0.050 2.721 0.136
Cl 2.36664 -0.65014 0.68874 1.189 -0.669 0.312
H 0.67009 1.77521 1.94435 1.485 0.247 2.832
H -0.19616 2.27718 0.71491 0.903 -1.974 0.338
H 1.25507 1.11756 -1.96738 -0.960 -0.623 0.683
H -0.19829 0.20863 -2.09874 0.441 0.124 -0.041
H -1.18155 -1.72940 -1.16624 -0.398 -0.291 0.495
H -2.27432 -0.72320 0.74859 -0.321 -0.298 0.259
H -0.73215 -2.82981 1.02218 -0.529 1.087 -0.358
```
Forces are in eV/Å.

Summary:
Multiplicity: 1
Strongest force on any atom: 4.4 eV Å⁻¹
Lowest unoccupied orbital energy: 0.819 eV
HOMO level: -0.3392 hartree
HOMO-LUMO gap: 10.0 eV